128
Properties=species:S:1:pos:R:3:mulliken_charge:R:1 method="wB97M-V/def2-TZVPD" smiles="COCCCCCC[SiH2]CC(=O)OC(C)=O.CCOC(=O)OC.CCOC(=O)OC.CCOC(=O)OC.CCOC(=O)OC.CCOC(=O)OC.CCOC(=O)OC" lumo_ev=0.04 gap_ev=9.64
C -2.26 0.72 -7.94 -0.536
O -1.46 -0.42 -7.48 -0.387
C -0.32 0.01 -6.64 -0.511
C -0.82 0.56 -5.14 0.412
C -0.60 -0.71 -4.12 -0.793
C -0.78 -0.36 -2.52 0.130
C 0.61 0.33 -1.88 -0.286
C 0.09 1.12 -0.52 -0.214
Si 1.34 2.42 0.16 0.432
C 0.52 4.18 -0.06 -0.509
C 1.16 4.84 -1.46 0.474
O 2.45 5.16 -1.41 -0.526
O 0.21 5.07 -2.55 -0.260
C 0.74 4.73 -3.87 0.573
C 1.97 3.71 -4.24 -0.453
O 0.11 5.30 -4.93 -0.582
H -2.75 0.52 -9.00 0.247
H -3.16 0.88 -7.18 0.171
H -1.60 1.69 -8.04 0.271
H 0.40 0.78 -7.17 0.351
H 0.32 -0.97 -6.45 0.286
H -0.17 1.50 -4.88 -0.339
H -1.95 0.93 -5.16 0.225
H -1.40 -1.53 -4.41 0.105
H 0.51 -1.08 -4.28 0.319
H -0.89 -1.39 -1.93 -0.331
H -1.73 0.27 -2.26 0.264
H 1.14 1.05 -2.65 0.034
H 1.32 -0.55 -1.55 0.279
H -0.18 0.32 0.30 0.029
H -0.89 1.70 -0.84 0.233
H 1.53 2.16 1.60 -0.204
H 2.60 2.35 -0.59 -0.133
H -0.64 4.01 -0.21 0.253
H 0.74 4.81 0.89 0.382
H 2.33 3.02 -3.36 0.166
H 1.56 2.99 -5.10 0.118
H 2.89 4.30 -4.72 0.302
C -6.88 -0.45 1.21 -1.101
C -6.36 0.51 0.15 -0.216
O -5.23 -0.06 -0.54 -0.266
C -5.53 -0.98 -1.49 0.514
O -6.65 -1.35 -1.81 -0.571
O -4.37 -1.44 -2.02 -0.022
C -4.54 -2.48 -2.97 -0.730
H -6.07 -0.76 1.88 0.249
H -7.67 0.02 1.79 0.371
H -7.28 -1.36 0.75 0.337
H -6.00 1.42 0.63 0.304
H -7.14 0.80 -0.56 0.329
H -5.24 -2.20 -3.76 0.375
H -4.87 -3.39 -2.46 0.318
H -3.57 -2.68 -3.43 0.144
C 2.78 -5.68 2.18 -1.157
C 2.87 -4.28 1.59 -0.034
O 1.90 -4.09 0.56 -0.349
C 0.63 -3.85 0.99 0.718
O 0.27 -3.77 2.15 -0.547
O -0.17 -3.73 -0.10 -0.350
C -1.55 -3.57 0.21 -0.426
H 2.84 -6.43 1.38 0.342
H 3.59 -5.85 2.90 0.371
H 1.83 -5.83 2.69 0.283
H 3.86 -4.14 1.13 0.306
H 2.78 -3.51 2.37 0.192
H -1.70 -2.74 0.91 0.171
H -1.95 -4.51 0.62 0.452
H -2.08 -3.35 -0.72 0.008
C -3.95 5.53 3.09 -1.025
C -3.64 4.79 4.38 -0.151
O -3.83 3.38 4.22 -0.385
C -2.83 2.72 3.58 0.728
O -1.80 3.22 3.15 -0.572
O -3.18 1.42 3.47 -0.411
C -2.25 0.63 2.73 -0.526
H -4.95 5.27 2.72 0.284
H -3.90 6.61 3.24 0.361
H -3.24 5.26 2.30 0.247
H -4.34 5.12 5.16 0.303
H -2.63 5.01 4.74 0.286
H -1.24 0.74 3.13 0.382
H -2.29 0.91 1.68 0.252
H -2.55 -0.42 2.83 0.216
C 5.18 -1.79 8.18 -1.217
C 5.38 -2.30 6.76 0.242
O 4.26 -3.08 6.33 -0.349
C 3.17 -2.37 5.95 0.756
O 3.08 -1.15 5.92 -0.571
O 2.19 -3.24 5.61 -0.326
C 0.95 -2.62 5.27 -0.637
H 4.95 -2.62 8.86 0.310
H 6.08 -1.28 8.54 0.363
H 4.34 -1.09 8.23 0.348
H 6.25 -2.96 6.74 -0.076
H 5.58 -1.48 6.06 0.311
H 1.09 -1.86 4.50 0.297
H 0.50 -2.19 6.17 0.362
H 0.28 -3.40 4.88 0.185
C -8.01 2.22 -8.58 -1.031
C -8.00 3.55 -9.33 -0.173
O -7.48 4.60 -8.51 -0.354
C -6.13 4.63 -8.38 0.767
O -5.34 3.87 -8.91 -0.561
O -5.81 5.65 -7.55 -0.323
C -4.41 5.74 -7.26 -0.596
H -8.54 2.33 -7.63 0.288
H -8.49 1.45 -9.18 0.351
H -6.99 1.90 -8.35 0.268
H -9.02 3.82 -9.59 0.292
H -7.43 3.47 -10.27 0.294
H -3.82 5.77 -8.17 0.280
H -4.11 4.90 -6.63 0.280
H -4.24 6.66 -6.70 0.220
C 12.60 -3.17 7.70 -1.073
C 11.98 -2.94 6.34 -0.165
O 11.29 -4.11 5.88 -0.349
C 10.07 -4.32 6.42 0.759
O 9.51 -3.60 7.24 -0.561
O 9.58 -5.48 5.92 -0.326
C 8.32 -5.87 6.48 -0.292
H 13.23 -4.07 7.69 0.288
H 13.20 -2.32 8.01 0.350
H 11.83 -3.34 8.46 0.304
H 12.77 -2.73 5.61 0.290
H 11.31 -2.07 6.34 0.294
H 7.59 -5.06 6.41 -0.034
H 8.46 -6.18 7.52 0.282
H 7.95 -6.72 5.91 0.242



127
Properties=species:S:1:pos:R:3:mulliken_charge:R:1 method="wB97M-V/def2-TZVPD" e_above_lowest_ev=6.114 lumo_ev=0.28 gap_ev=3.65 total_charge=-1
C 3.73 -3.55 -1.31 -0.668
C 3.11 -3.11 -2.70 -0.581
O 2.27 -1.95 -2.62 -0.118
C 0.93 -2.27 -2.46 0.742
O 0.68 -3.26 -1.80 -0.613
C -0.26 -1.50 -3.09 -1.134
C -0.62 -0.07 -2.51 -0.190
C -0.12 0.27 -1.06 -1.125
As 0.14 2.28 -0.62 1.785
C 1.24 2.61 -2.33 -1.872
C 2.26 1.50 -2.82 0.342
C 3.78 2.00 -2.90 -0.851
Br 5.01 0.76 -1.91 -0.275
C -1.68 2.55 -1.59 -0.574
C -2.51 3.83 -1.17 0.744
C -4.01 3.55 -1.64 0.140
O -4.93 3.97 -0.97 -0.507
N -4.26 2.76 -2.88 -0.040
C -5.30 1.77 -2.62 0.703
C -5.12 0.67 -1.66 0.091
C -6.20 -0.29 -1.37 -0.740
C -7.52 -0.22 -2.03 -0.463
C -7.68 0.86 -3.02 -0.501
C -6.62 1.82 -3.31 -0.680
C -0.94 2.07 1.08 -0.838
C -0.52 1.35 2.39 -0.154
C 0.48 2.09 3.39 -1.075
Br -0.20 -0.63 2.34 -0.213
B 0.33 4.34 -0.28 0.662
C 0.63 5.04 1.15 -0.646
O 0.25 5.32 -1.34 -0.811
B 1.99 1.98 0.25 0.680
C 3.22 3.08 0.30 -0.838
O 2.43 0.77 0.88 -0.668
H 3.29 -2.99 -0.44 0.296
H 3.39 -4.63 -1.16 0.078
H 4.84 -3.56 -1.29 0.313
H 2.61 -3.96 -3.24 0.299
H 3.99 -2.82 -3.35 0.307
H -0.04 -1.39 -4.20 0.265
H -1.15 -2.19 -3.05 0.357
H -1.75 -0.08 -2.50 0.030
H -0.37 0.67 -3.32 0.257
H -0.98 -0.05 -0.39 0.542
H 0.75 -0.35 -0.72 0.518
H 0.54 2.81 -3.20 0.422
H 1.86 3.55 -2.30 0.717
H 2.01 1.26 -3.90 0.352
H 2.28 0.52 -2.29 -0.284
H 3.92 3.06 -2.60 0.446
H 4.14 1.93 -3.97 0.462
H -2.40 1.70 -1.36 -0.832
H -1.61 2.56 -2.71 0.448
H -2.62 4.01 -0.08 -1.002
H -2.25 4.76 -1.76 0.351
H -4.73 3.44 -3.50 0.445
H -4.16 0.53 -1.11 0.254
H -6.06 -1.11 -0.62 0.317
H -8.34 -0.92 -1.81 0.345
H -8.67 0.91 -3.55 0.287
H -6.81 2.61 -4.07 0.204
H -1.93 1.58 0.80 0.155
H -1.31 3.09 1.43 -0.052
H -1.47 1.36 3.02 0.528
H 0.24 3.17 3.51 0.190
H 0.26 1.62 4.40 0.454
H 1.56 1.86 3.19 0.104
H -0.36 5.42 1.55 0.235
H 1.20 4.42 1.88 0.024
H 1.25 5.97 0.98 0.156
H -0.21 6.11 -1.00 0.275
H 4.23 2.56 0.31 0.202
H 3.20 3.69 1.24 0.306
H 3.24 3.78 -0.57 0.123
H 3.09 0.97 1.56 0.245
O -5.03 3.38 4.15 -0.741
P -5.29 4.87 4.19 1.225
O -4.28 5.34 2.99 -0.344
C -4.66 5.12 1.63 0.239
C -5.74 6.10 1.20 -1.254
O -4.30 5.19 5.48 -0.298
C -4.04 4.19 6.46 -0.392
C -2.70 3.53 6.19 -0.937
O -5.84 6.46 4.30 -0.362
C -6.44 6.90 5.53 -0.258
C -5.46 7.74 6.33 -0.985
H -5.00 4.09 1.50 0.339
H -3.77 5.26 1.02 -0.124
H -6.67 5.92 1.73 0.284
H -5.93 6.01 0.13 0.433
H -5.44 7.13 1.42 0.266
H -4.85 3.46 6.50 0.361
H -4.01 4.68 7.43 0.351
H -2.63 3.16 5.17 0.077
H -2.54 2.69 6.88 0.417
H -1.89 4.25 6.32 0.290
H -6.82 6.06 6.11 0.281
H -7.30 7.53 5.26 0.363
H -4.78 7.11 6.91 0.156
H -5.99 8.37 7.05 0.382
H -4.84 8.36 5.68 0.294
O 7.07 -7.38 -2.00 -0.732
P 6.72 -8.69 -1.34 1.144
O 7.14 -9.72 -2.56 -0.336
C 8.52 -9.98 -2.79 -0.305
C 9.09 -10.91 -1.73 -0.988
O 5.10 -8.62 -1.65 -0.357
C 4.44 -7.36 -1.79 -0.414
C 4.25 -7.02 -3.25 -0.729
O 6.41 -10.04 -0.38 -0.345
C 5.52 -9.91 0.74 -0.245
C 4.15 -10.49 0.40 -0.976
H 9.08 -9.05 -2.83 0.282
H 8.59 -10.46 -3.77 0.321
H 9.11 -10.42 -0.76 0.261
H 10.10 -11.22 -1.99 0.408
H 8.47 -11.81 -1.63 0.229
H 4.98 -6.57 -1.26 0.419
H 3.46 -7.44 -1.31 0.387
H 5.19 -7.08 -3.80 0.282
H 3.84 -6.01 -3.37 -0.018
H 3.56 -7.73 -3.72 0.316
H 5.44 -8.86 1.06 0.272
H 5.95 -10.48 1.56 0.364
H 3.55 -9.77 -0.15 0.167
H 3.60 -10.72 1.31 0.380
H 4.24 -11.38 -0.21 0.295